{"formula": "C17H27N3O2", "method": "wB97M-V/def2-TZVPD", "symbols": ["C", "C", "C", "C", "N", "C", "O", "N", "C", "C", "N", "C", "C", "C", "C", "C", "C", "O", "C", "C", "C", "C", "H", "H", "H", "H", "H", "H", "H", "H", "H", "H", "H", "H", "H", "H", "H", "H", "H", "H", "H", "H", "H", "H", "H", "H", "H", "H", "H"], "positions_angstrom": [[0.241, 2.621, -1.170], [0.885, 2.518, 0.207], [2.406, 2.660, 0.165], [3.103, 1.554, -0.631], [2.847, 0.240, -0.092], [2.073, -0.665, -0.757], [1.647, -0.451, -1.878], [1.889, -1.882, -0.137], [2.157, -2.148, 1.256], [0.984, -1.632, 2.123], [-0.241, -1.713, 1.358], [-1.095, -0.622, 1.298], [-1.284, 0.133, 2.457], [-2.105, 1.246, 2.483], [-2.787, 1.615, 1.343], [-2.634, 0.872, 0.183], [-1.790, -0.227, 0.131], [-1.567, -0.958, -1.004], [-2.022, -0.494, -2.256], [-3.445, -0.952, -2.570], [-0.278, -2.839, 0.460], [0.812, -2.720, -0.631], [0.574, 3.520, -1.685], [-0.840, 2.662, -1.066], [0.495, 1.754, -1.776], [0.482, 3.301, 0.854], [0.614, 1.558, 0.652], [2.793, 2.657, 1.189], [2.669, 3.620, -0.285], [4.185, 1.734, -0.631], [2.751, 1.540, -1.663], [3.052, 0.118, 0.883], [2.250, -3.233, 1.356], [3.106, -1.714, 1.575], [1.158, -0.590, 2.402], [0.917, -2.230, 3.045], [-0.781, -0.168, 3.363], [-2.217, 1.808, 3.398], [-3.441, 2.473, 1.344], [-3.176, 1.179, -0.698], [-1.936, 0.596, -2.323], [-1.326, -0.931, -2.979], [-4.153, -0.556, -1.845], [-3.728, -0.611, -3.562], [-3.499, -2.037, -2.541], [-1.262, -2.916, 0.008], [-0.106, -3.741, 1.063], [1.206, -3.709, -0.891], [0.419, -2.241, -1.526]], "multiplicity": 1, "lumo_energy_ev": 0.757, "smiles": "CCCCNC(=O)N1CCN(c2ccccc2OCC)CC1", "gap_ha": 0.2997}



{"formula": "C17H27N5O", "method": "wB97M-V/def2-TZVPD", "symbols": ["C", "C", "C", "C", "N", "N", "N", "C", "N", "C", "O", "C", "C", "C", "C", "C", "C", "C", "C", "C", "C", "C", "N", "H", "H", "H", "H", "H", "H", "H", "H", "H", "H", "H", "H", "H", "H", "H", "H", "H", "H", "H", "H", "H", "H", "H", "H", "H", "H", "H"], "positions_angstrom": [[3.708, 0.291, -1.819], [3.194, -0.442, -0.691], [3.384, -1.974, -0.843], [3.150, -2.847, 0.134], [1.764, -2.983, 0.421], [1.190, -4.020, 0.138], [-0.318, -3.858, 0.115], [-0.373, -2.622, 0.635], [-1.678, -2.122, 1.118], [-1.992, -0.918, 1.454], [-3.008, -0.510, 1.545], [-0.916, 0.265, 1.732], [-0.780, 1.453, 0.514], [-2.191, 2.238, 0.744], [-2.191, 3.222, -0.465], [-0.899, 4.068, -0.090], [0.239, 3.260, -0.347], [0.331, 2.599, -1.640], [-1.131, 1.779, -1.943], [-2.199, 2.603, -1.629], [-0.856, 0.693, -0.786], [0.479, 2.308, 0.554], [0.881, -1.955, 0.804], [4.829, 0.260, -2.125], [3.405, 1.241, -1.782], [3.179, -0.214, -2.689], [2.165, -0.271, -0.553], [3.854, -0.088, 0.194], [4.606, -2.170, -1.014], [3.023, -2.573, -1.775], [3.523, -2.502, 1.297], [3.587, -3.901, 0.238], [-2.225, -2.727, 1.121], [-1.038, 0.726, 2.502], [0.234, -0.219, 1.758], [-2.947, 1.632, 0.587], [-2.061, 2.704, 1.665], [-3.246, 3.871, -0.137], [-1.071, 4.888, -1.047], [-0.926, 4.609, 0.571], [1.244, 3.986, -0.326], [0.044, 3.242, -2.743], [1.108, 2.072, -1.963], [-1.015, 1.234, -2.873], [-3.197, 1.966, -1.994], [-2.176, 3.439, -2.299], [-1.847, -0.070, -0.771], [0.010, 0.186, -0.863], [1.078, 1.571, 0.574], [0.485, 2.679, 1.712]], "multiplicity": 1, "lumo_energy_ev": 0.403, "smiles": "CCCCn1nnc(NC(=O)C[C@]23C[C@H]4C[C@H](C[C@H](C4)C2)C3)n1", "gap_ha": 0.3230}



{"formula": "C17H28AsCl39INOP", "method": "wB97M-V/def2-TZVPD", "symbols": ["N", "C", "C", "C", "C", "As", "P", "O", "I", "H", "H", "H", "H", "H", "H", "H", "H", "H", "H", "H", "H", "H", "H", "H", "C", "Cl", "Cl", "Cl", "H", "C", "Cl", "Cl", "Cl", "H", "C", "Cl", "Cl", "Cl", "H", "C", "Cl", "Cl", "Cl", "H", "C", "Cl", "Cl", "Cl", "H", "C", "Cl", "Cl", "Cl", "H", "C", "Cl", "Cl", "Cl", "H", "C", "Cl", "Cl", "Cl", "H", "C", "Cl", "Cl", "Cl", "H", "C", "Cl", "Cl", "Cl", "H", "C", "Cl", "Cl", "Cl", "H", "C", "Cl", "Cl", "Cl", "H", "C", "Cl", "Cl", "Cl", "H"], "positions_angstrom": [[4.557, 2.081, 0.467], [4.053, 2.093, -0.980], [3.277, 3.505, -1.326], [1.613, 3.362, -1.294], [1.071, 2.915, 0.187], [-0.316, 1.448, 0.188], [-1.484, 2.317, -1.578], [-3.055, 2.816, -1.009], [-1.933, 0.380, -3.105], [4.318, 2.981, 0.956], [4.068, 1.264, 0.908], [5.035, 2.091, -1.654], [3.457, 1.127, -1.273], [3.652, 4.402, -0.637], [3.605, 3.790, -2.434], [1.166, 4.447, -1.512], [1.325, 2.642, -2.171], [1.965, 2.616, 0.918], [0.553, 3.875, 0.667], [-1.212, 2.321, 1.133], [-1.356, 0.276, 0.265], [0.560, 0.539, -0.733], [0.354, 0.883, 1.495], [-2.974, 3.596, -0.360], [1.875, -0.620, 3.948], [2.770, -0.176, 2.484], [0.129, -0.486, 3.673], [2.300, -2.261, 4.463], [2.152, 0.074, 4.745], [7.473, 3.094, 2.426], [8.769, 2.673, 3.559], [6.546, 4.479, 3.028], [8.139, 3.443, 0.821], [6.799, 2.239, 2.340], [-2.906, -3.126, -1.485], [-4.174, -2.605, -0.363], [-1.653, -4.039, -0.627], [-3.596, -4.097, -2.797], [-2.445, -2.235, -1.921], [-5.927, -0.718, 3.067], [-6.613, -2.205, 2.389], [-4.192, -0.914, 3.369], [-6.218, 0.652, 1.981], [-6.422, -0.514, 4.019], [5.217, -5.190, 5.671], [6.113, -4.747, 4.208], [3.472, -5.057, 5.397], [5.642, -6.831, 6.187], [5.494, -4.496, 6.468], [4.688, -2.409, -0.669], [3.378, -1.220, -0.569], [4.804, -3.334, 0.839], [4.439, -3.495, -2.047], [5.629, -1.873, -0.818], [-1.186, -5.433, -5.836], [-1.043, -3.910, -6.730], [-1.841, -6.708, -6.879], [0.385, -5.917, -5.176], [-1.877, -5.280, -5.004], [5.884, 7.431, 5.417], [4.930, 7.072, 3.967], [6.367, 9.135, 5.437], [4.969, 7.026, 6.879], [6.788, 6.817, 5.395], [13.084, 1.988, 3.364], [12.130, 1.630, 1.914], [13.567, 3.693, 3.384], [12.169, 1.583, 4.826], [13.988, 1.374, 3.342], [-4.364, 1.653, -6.159], [-3.449, 0.598, -7.249], [-4.304, 3.332, -6.723], [-6.042, 1.102, -6.023], [-3.904, 1.606, -5.168], [-9.758, -2.282, 0.418], [-11.416, -2.824, 0.728], [-8.878, -3.488, -0.536], [-9.761, -0.715, -0.410], [-9.249, -2.163, 1.377], [-5.887, -1.055, -9.963], [-4.991, -0.611, -11.426], [-7.632, -0.921, -10.238], [-5.462, -2.696, -9.447], [-5.610, -0.361, -9.166], [-14.209, -4.657, 2.923], [-14.148, -6.346, 3.457], [-15.289, -4.485, 1.529], [-14.732, -3.605, 4.249], [-13.204, -4.355, 2.620]], "total_charge": -1, "multiplicity": 1, "lumo_energy_ev": 1.534, "gap_ha": 0.1981}



{"formula": "C17H28AuNO2P2S", "method": "wB97M-V/def2-TZVPD", "symbols": ["Au", "P", "C", "C", "N", "C", "C", "C", "C", "C", "P", "H", "H", "H", "H", "H", "H", "H", "H", "O", "H", "H", "O", "H", "C", "H", "H", "H", "C", "H", "H", "H", "C", "H", "H", "H", "C", "H", "H", "H", "S", "C", "C", "C", "C", "C", "C", "H", "H", "H", "H", "H"], "positions_angstrom": [[-0.161, -0.051, 0.059], [0.039, 0.322, 2.320], [-0.009, 2.213, 2.285], [0.614, 2.774, 1.013], [0.636, 1.948, -0.068], [1.156, 2.417, -1.232], [1.668, 3.712, -1.355], [1.632, 4.554, -0.241], [1.098, 4.084, 0.961], [1.201, 1.436, -2.396], [-0.109, 0.080, -2.226], [1.054, 4.722, 1.832], [2.085, 4.057, -2.290], [2.015, 5.562, -0.307], [1.076, 1.953, -3.347], [2.186, 0.968, -2.403], [-1.025, 2.519, 2.314], [0.480, 2.612, 3.173], [-4.750, 1.466, -0.194], [-5.069, 2.209, 0.459], [-5.456, 2.934, -0.107], [-4.041, -1.323, -3.027], [-5.008, -1.025, -3.062], [-5.482, -1.705, -3.626], [-1.528, 0.844, -3.202], [-1.196, 1.136, -4.198], [-2.342, 0.126, -3.304], [-1.901, 1.729, -2.686], [0.536, -1.211, -3.435], [-0.190, -2.017, -3.542], [0.711, -0.766, -4.414], [1.474, -1.631, -3.071], [1.699, 0.002, 3.146], [1.769, 0.546, 4.088], [1.817, -1.063, 3.347], [2.509, 0.328, 2.493], [-1.196, -0.043, 3.691], [-1.208, -1.110, 3.913], [-0.932, 0.503, 4.597], [-2.196, 0.264, 3.382], [-1.168, -2.137, 0.186], [0.295, -3.084, 0.586], [0.658, -3.282, 1.922], [1.777, -4.057, 2.238], [2.532, -4.642, 1.216], [2.167, -4.451, -0.121], [1.050, -3.672, -0.436], [0.071, -2.843, 2.719], [2.055, -4.210, 3.272], [3.395, -5.249, 1.461], [2.746, -4.910, -0.910], [0.765, -3.537, -1.471]], "total_charge": 2, "multiplicity": 3, "lumo_energy_ev": [-6.391, -9.295], "gap_ha": [0.2488, 0.2119]}



Short version: DFT total energy = -978.7409; -1012.3600; -21616.6214; -2085.8284 a.u., in the order given.